Record 1
The following is a quantum chemistry calculation of C33H33BMoN11PS2 as an isolated structure at a distorted geometry, from the Open Molecules 2025 dataset.

The energy above the lowest of the compared OMol25 structures with the same formula, charge and spin is 6.7 kcal/mol. Its HOMO-LUMO gap (spin up / spin down) is 4.91 / 3.53 eV. The calculation puts the lowest unoccupied orbital energy (spin up / spin down) at -0.386 / -0.437 Eh. Its charge is +3. As for the calculated total energy: -84615.524 eV. The HOMO energy (spin up / spin down) comes out at -15.42 / -15.42 eV. Its expectation value of S² is 3.78. As for the spin multiplicity: 4.

Last column: Mulliken spin population.
CARTESIAN COORDINATES (ANGSTROEM)
Mo: -17.04103 -11.99804 6.85740  2.0418
C: -17.76320 -7.80362 5.99389  0.0022
C: -17.34383 -8.91449 6.78634  0.0316
N: -17.80955 -10.06107 6.24645  -0.0288
N: -18.57924 -9.74889 5.12149  -0.0097
C: -18.53775 -8.36864 4.99410  0.0258
B: -19.16785 -10.98428 4.35037  -0.0020
N: -19.92538 -11.85055 5.38530  0.0004
C: -21.22970 -12.19839 5.45584  0.0019
C: -21.39132 -13.17499 6.43489  -0.0029
C: -20.09319 -13.43296 6.92866  -0.0118
N: -19.25780 -12.60758 6.36110  -0.0118
N: -17.94507 -11.91209 3.82932  -0.0044
C: -17.70406 -12.36536 2.59419  0.0145
C: -17.08442 -13.59925 2.68631  0.0010
C: -16.78091 -13.74688 4.03148  0.0184
N: -17.18442 -12.64990 4.72906  0.0169
N: -20.12072 -10.54788 3.29105  -0.0009
C: -20.64366 -11.39390 2.33786  0.0001
C: -20.82986 -10.62534 1.18212  0.0001
C: -20.24732 -9.35854 1.43684  -0.0001
N: -19.86569 -9.30486 2.70698  0.0000
H: -17.43121 -6.77126 6.08263  -0.0001
H: -16.72472 -8.90752 7.65122  0.0009
H: -19.08810 -7.98401 4.16398  0.0019
H: -21.94274 -11.70019 4.83499  0.0003
H: -22.27523 -13.74098 6.71006  -0.0003
H: -19.72531 -14.18250 7.65018  -0.0008
H: -18.09884 -11.86014 1.74772  0.0006
H: -16.88453 -14.30686 1.93218  0.0007
H: -16.22943 -14.56468 4.50768  0.0034
H: -20.77494 -12.42431 2.57630  -0.0003
H: -21.42697 -10.89074 0.33566  0.0000
H: -20.05415 -8.54965 0.71057  0.0000
C: -20.48933 -11.05625 11.19030  -0.0017
N: -19.42618 -11.68512 10.37898  0.0164
C: -18.83634 -12.93759 10.61432  -0.0079
C: -17.90717 -13.12354 9.64920  0.0241
N: -17.92298 -12.01738 8.75565  -0.0748
C: -18.85266 -11.21830 9.21806  0.0638
H: -21.34896 -11.73054 11.31446  0.0007
H: -20.74293 -10.11096 10.75758  0.0003
H: -20.11470 -10.74593 12.17312  0.0007
H: -18.97692 -13.52036 11.53288  -0.0003
H: -17.20037 -13.90870 9.47946  0.0080
H: -19.09990 -10.22968 8.78233  -0.0017
S: -13.68199 -13.66869 9.54435  0.8401
P: -13.87414 -14.44304 7.78629  0.0104
S: -15.73514 -13.91902 6.78562  -0.0593
C: -12.40361 -14.20225 6.75580  0.0999
C: -12.37253 -13.23818 5.72199  -0.0174
C: -11.21345 -13.05807 5.02028  0.0063
C: -10.04117 -13.76261 5.36528  0.0539
C: -10.10807 -14.72239 6.37656  -0.0098
C: -11.26369 -14.91700 7.07496  0.0225
C: -13.94996 -16.25159 7.70605  -0.0207
C: -13.65584 -16.93337 6.46675  0.0029
C: -14.04242 -18.22557 6.32852  -0.0003
C: -14.80240 -18.85608 7.32792  0.0030
C: -15.05372 -18.27283 8.50755  0.0034
C: -14.66932 -16.93035 8.65745  0.0091
H: -13.28231 -12.65281 5.42021  0.0037
H: -11.15903 -12.28085 4.19740  0.0006
H: -9.01877 -13.64713 4.96402  -0.0002
H: -9.25519 -15.37084 6.59914  0.0002
H: -11.34127 -15.69099 7.85949  -0.0004
H: -13.14284 -16.40581 5.59779  0.0039
H: -13.85573 -18.77297 5.40974  0.0002
H: -15.18484 -19.84092 7.03222  0.0002
H: -15.55367 -18.81227 9.32007  0.0003
H: -14.93003 -16.33156 9.59003  -0.0037
C: -12.98590 -9.46076 8.05066  0.0118
C: -13.80120 -9.94359 9.06245  -0.0154
C: -14.94564 -10.57230 8.69718  0.0304
N: -15.24344 -10.83676 7.38975  -0.0899
C: -14.55316 -10.24560 6.42391  0.0103
C: -13.31368 -9.64995 6.70779  -0.0040
H: -11.98628 -9.00734 8.28244  0.0002
H: -13.50522 -9.79204 10.09285  -0.0008
H: -15.72561 -10.84469 9.40200  -0.0089
H: -14.98295 -10.31433 5.41683  0.0011
H: -12.66265 -9.31468 5.89448  -0.0003

=====

Record 2
The following is a quantum chemistry calculation of one molecule with the formula CH5N3O at a distorted geometry, from the Open Molecules 2025 dataset.

The energy above the lowest of the compared OMol25 structures with the same formula, charge and spin is 62.5 kcal/mol. Its HOMO-LUMO gap is 9.16 eV. The calculation puts the lowest unoccupied orbital energy at 0.019 Eh. Its charge is 0. As for the calculated total energy: -7632.926 eV. The HOMO energy comes out at -8.65 eV.

Last column: natural (NBO) charge in e.
CARTESIAN COORDINATES (ANGSTROEM)
N: 1.52776 -0.25499 0.55728  -0.7532
N: 0.23656 0.38922 0.54269  -0.4060
C: -0.60712 -0.22703 -0.24190  0.6445
N: -1.76889 0.43704 -0.18896  -0.9015
O: -0.20646 -0.76159 -1.40417  -0.6581
H: 1.61714 -0.80388 1.40748  0.3619
H: 2.22823 0.48337 0.59909  0.3570
H: -2.51637 0.29650 0.46967  0.4156
H: -1.24759 1.42222 -0.48062  0.4363
H: 0.73673 -0.98084 -1.26056  0.5036

=====

Record 3
The following is a quantum chemistry calculation of one molecule with the formula C5H7NOS at a distorted geometry, from the Open Molecules 2025 dataset.

The energy above the lowest of the compared OMol25 structures with the same formula, charge and spin is 60.6 kcal/mol. Its HOMO-LUMO gap is 7.17 eV. The calculation puts the lowest unoccupied orbital energy at -0.062 Eh. Its charge is 0. As for the calculated total energy: -19668.975 eV. The HOMO energy comes out at -8.87 eV.

Last column: natural (NBO) charge in e.
CARTESIAN COORDINATES (ANGSTROEM)
O: -1.04288 -1.72832 0.37819  -0.5030
C: -0.38627 -0.83210 0.91005  0.4895
C: 0.18050 -0.93308 2.28302  -0.3872
S: 0.91362 0.23128 3.10559  0.1725
C: -0.37696 0.55791 0.21893  -0.1483
C: 0.89249 0.72209 -0.63864  -0.4067
C: 0.03348 0.29487 -1.81399  -0.2092
N: -1.13660 0.54728 -1.00427  -0.6059
H: 0.06934 -1.92528 2.74564  0.2192
H: -0.56881 1.36559 0.91897  0.2199
H: 1.28241 1.70310 -0.84580  0.2197
H: 1.75734 0.16759 -0.31087  0.2067
H: 0.17456 -0.83678 -2.00800  0.1646
H: 0.07022 0.80571 -2.79741  0.1912
H: -1.86244 -0.13987 -1.14141  0.3773